# 1
Here is a 2-piece molecular cluster, C7H21N3P overall from the Open Molecules 2025 dataset. Energies are from wB97M-V/def2-TZVPD.

Results
**Energy**: -784.54742 Ha
**E_LUMO**: -3.075 eV
**HOMO level**: -12.16 eV
**ΔE to the lowest compared entry with this formula, charge and spin**: 18.52 kcal/mol
**Maximum force**: 0.11926 Eh/bohr
**Frontier orbital gap**: 9.08 eV

Geometry as ORCA input:
```
! RIJCOSX wB97M-V def2-TZVPD def2/J DEFGRID3
* xyz 1 1
C 1.3581 -2.5125 -0.1393
C 2.7815 -0.6320 0.4915
C 1.3127 1.8836 0.7310
C 0.0506 2.0783 -1.3473
C -1.5432 -0.9690 1.5937
C -3.0136 0.4309 0.1450
C 0.7446 -0.1621 -0.7690
N 1.5957 -1.0679 -0.2943
N 0.9165 1.1743 -0.5671
N -2.1683 -0.7881 0.2376
P -0.6958 -0.8602 -1.8669
H 0.5188 -2.7281 -0.8590
H 2.2010 -3.0063 -0.2459
H 1.0036 -2.8323 0.8378
H 3.1093 0.3058 0.0455
H 2.6371 -0.3015 1.4359
H 3.4170 -1.5058 0.4185
H 1.1283 1.1575 1.4852
H 2.3189 1.9983 0.6344
H 0.7994 2.9491 0.8620
H 0.2128 1.8950 -2.3162
H -0.9664 2.1417 -1.1029
H 0.4787 3.0612 -1.3198
H -0.9788 -0.0951 1.8264
H -2.2681 -1.4024 2.2269
H -0.8362 -1.8082 1.3360
H -2.8897 0.9159 1.0603
H -2.6256 1.0149 -0.6556
H -4.0501 0.3152 -0.1132
H -2.8257 -1.4666 -0.0742
H -1.6485 0.1562 -1.8312
H -0.0854 -0.3585 -3.0748
*
```

=====

# 2
Here is a 3-piece molecular cluster, C7H21NO2 overall from the Open Molecules 2025 dataset. Energies are from wB97M-V/def2-TZVPD.

Results
**SMILES string**: CCN[C@@H](C)C(C)C.O.O
**Energy**: -484.51852 Ha
**E_LUMO**: 0.805 eV
**HOMO level**: -9.27 eV
**ΔE to the lowest compared entry with this formula, charge and spin**: 0.00 kcal/mol
**Maximum force**: 0.02975 Eh/bohr
**Frontier orbital gap**: 10.08 eV

Geometry as ORCA input:
```
! RIJCOSX wB97M-V def2-TZVPD def2/J DEFGRID3
* xyz 0 1
C -0.2083 0.9004 2.2868
C 0.7201 1.7417 1.3816
N 1.1584 0.9812 0.2033
C 0.0471 0.5794 -0.7018
C -0.1269 1.6346 -1.7825
C 0.2903 -0.8691 -1.2169
C 0.1095 -1.8455 -0.0797
C -0.6171 -1.2801 -2.3873
H -1.1306 0.5939 1.8072
H 0.3696 0.0803 2.6473
H -0.4654 1.4473 3.1880
H 0.2478 2.6834 1.0930
H 1.5329 1.9086 2.0815
H 1.7061 1.6042 -0.3804
H -0.8724 0.5078 -0.1474
H -0.2737 2.6376 -1.3850
H 0.6664 1.5934 -2.5379
H -1.0043 1.4428 -2.3961
H 1.3431 -0.8158 -1.5077
H -0.8519 -1.8888 0.4297
H 0.2630 -2.8721 -0.4270
H 0.7903 -1.6956 0.7616
H -1.1033 -0.4227 -2.8394
H -0.0332 -1.8689 -3.0945
H -1.4399 -1.9288 -2.0892
O -3.2002 -0.5410 0.2830
H -3.1774 -0.1675 1.1673
H -2.6991 -1.3479 0.2211
O 2.6765 -0.8538 2.1863
H 2.9750 -1.6512 1.7519
H 2.3077 -0.2880 1.4831
*
```

=====

# 3
Here is a 5-piece molecular cluster, C7H21NO4 overall from the Open Molecules 2025 dataset. Energies are from wB97M-V/def2-TZVPD.

Results
**SMILES string**: C=C/C(N)=C(\C)CC.O.O.O.O
**Energy**: -634.95948 Ha
**E_LUMO**: 0.458 eV
**HOMO level**: -8.41 eV
**ΔE to the lowest compared entry with this formula, charge and spin**: 17.35 kcal/mol
**Maximum force**: 0.04981 Eh/bohr
**Frontier orbital gap**: 8.87 eV

Geometry as ORCA input:
```
! RIJCOSX wB97M-V def2-TZVPD def2/J DEFGRID3
* xyz 0 1
C -1.4398 2.0823 -0.4417
C -1.9093 1.3319 0.5382
C -1.4593 -0.0765 0.7561
N -1.8380 -0.9759 -0.2926
C -0.6331 -0.4209 1.7410
C 0.0670 0.5627 2.6129
C -0.0459 -1.8278 1.8553
C 1.1339 -1.9252 0.9162
H -0.6302 1.6668 -1.0077
H -1.8531 3.0684 -0.6111
H -2.6567 1.5955 1.2833
H -1.4555 -1.9003 -0.1146
H -2.8320 -1.0410 -0.3619
H -0.1979 1.6036 2.4076
H 1.1496 0.4912 2.4870
H -0.0504 0.4093 3.6672
H -0.7879 -2.5528 1.5265
H 0.2174 -1.9121 2.9078
H 1.9894 -2.5202 1.2653
H 0.9572 -2.2380 -0.0959
H 1.7211 -1.0177 0.7103
O 1.5163 1.9366 -1.6955
H 2.1975 2.3677 -2.2089
H 0.7516 1.5421 -2.1150
O 3.0119 0.6279 -0.0059
H 2.6253 1.2917 0.5626
H 2.6117 0.5863 -0.8851
O -1.4823 0.5963 -3.0271
H -0.7246 0.0522 -3.2788
H -1.7113 0.2630 -2.1478
O 0.8823 -1.0084 -2.2906
H 0.0485 -0.8536 -1.8326
H 0.8265 -1.8051 -2.8245
*
```

=====

# 4
Here is C7H22ClI2OP2Pm as an isolated structure from the Open Molecules 2025 dataset. Energies are from wB97M-V/def2-TZVPD.

Results
**Energy**: -2701.22597 Ha
**E_LUMO (spin up / spin down)**: -9.155 / -8.275 eV
**HOMO level (spin up / spin down)**: -14.85 / -14.85 eV
**Maximum force**: 0.06367 Eh/bohr
**Frontier orbital gap (spin up / spin down)**: 5.69 / 6.57 eV

Geometry as ORCA input:
```
! RIJCOSX wB97M-V def2-TZVPD def2/J DEFGRID3
* xyz 2 5
I 2.7028 1.7983 3.2343
I 2.7874 -0.8163 3.0412
Pm -0.3963 0.2180 -0.3602
P -3.2096 -0.0355 -0.5425
C -4.1284 0.0087 1.0924
C -3.9589 1.3749 -1.3954
H -5.0229 1.1616 -1.4245
H -5.0356 -1.2014 -1.4768
H -3.5813 1.5523 -2.4102
H -3.5493 -1.8360 -2.2557
H -3.5263 0.7565 1.5970
H -3.7784 2.2503 -0.7701
C -4.0004 -1.5041 -1.3029
H -5.1955 0.2210 1.2431
H -3.9934 -2.3255 -0.5737
H -3.8860 -0.9711 1.5107
P 3.2915 0.1440 -0.3333
C 4.7828 0.1779 0.7749
C 3.6777 -1.4132 -1.1951
H 3.4101 1.1581 -2.5460
H 5.0010 0.8940 -1.7384
H 3.8986 2.2199 -1.2377
C 3.9627 1.2073 -1.6098
H 3.0623 -1.5724 -2.0934
H 4.7354 -1.3656 -1.4907
H 5.8103 0.2106 0.3594
H 4.7542 -0.7443 1.3696
H 3.5005 -2.2386 -0.4974
H 4.6471 1.0459 1.4350
Cl -0.1564 -0.4981 -2.7933
C -1.1620 0.9930 3.4595
O -1.6645 0.5970 2.1898
H -1.7125 1.8141 3.9015
H -0.1594 1.4587 3.3234
H -1.0216 0.1836 4.1256
H -1.7974 -0.3641 2.2892
*
```

=====

# 5
Here is C7H22F2HfO7 as an isolated structure from the Open Molecules 2025 dataset. Energies are from wB97M-V/def2-TZVPD.

Results
**Energy**: -1053.81313 Ha
**E_LUMO**: -6.690 eV
**HOMO level**: -17.39 eV
**Maximum force**: 0.11565 Eh/bohr
**Frontier orbital gap**: 10.70 eV

Geometry as ORCA input:
```
! RIJCOSX wB97M-V def2-TZVPD def2/J DEFGRID3
* xyz 2 1
Hf 0.0973 0.5010 -0.3900
F 0.9026 2.6348 -0.1226
F -0.0363 1.2460 -2.5988
C 2.9073 0.3014 1.7173
O 1.7421 -0.3630 1.3022
H 2.9401 1.3783 1.5518
H 3.0810 0.0502 2.7637
H 3.7946 -0.0717 1.2059
H 1.8357 -1.2764 1.5823
C 2.9893 -0.8769 -1.6244
C 1.8535 -1.7883 -1.9935
O 0.6231 -1.6796 -1.3180
O 2.4395 0.3824 -1.3689
H 3.7753 -0.6673 -2.3499
H 3.4473 -1.2595 -0.7122
H 2.1939 -2.8157 -1.8646
H 1.6232 -1.8052 -3.0588
H 0.1970 -2.4846 -1.6213
H 3.0034 1.0990 -1.6691
C -1.7192 -0.6647 1.9981
C -0.7540 0.0115 2.8508
O -0.4136 1.1989 2.1286
O -0.9767 -1.1601 0.8869
H -2.4990 0.0445 1.7205
H -2.2893 -1.4897 2.4253
H 0.1402 -0.4891 3.2221
H -1.4077 0.1965 3.7033
H -0.4495 1.9455 2.7310
H -1.4519 -1.9408 0.5931
C -3.0348 0.3790 -1.5748
C -2.8680 1.7964 -0.9613
O -1.8909 1.8388 0.0453
O -1.9401 -0.4757 -1.5233
H -3.3124 0.4240 -2.6279
H -3.8266 -0.1880 -1.0853
H -3.8725 1.9568 -0.5698
H -2.7078 2.6108 -1.6678
H -1.9033 2.7801 0.2332
H -2.2324 -1.2796 -1.9590
*
```

=====

# 6
Here is C7H22N4O7Pd as an isolated structure from the Open Molecules 2025 dataset. Energies are from wB97M-V/def2-TZVPD.

Results
**Energy**: -1153.20668 Ha
**E_LUMO (spin up / spin down)**: 0.081 / 0.061 eV
**HOMO level (spin up / spin down)**: -5.13 / -6.54 eV
**ΔE to the lowest compared entry with this formula, charge and spin**: 54.30 kcal/mol
**Maximum force**: 0.05783 Eh/bohr
**Frontier orbital gap (spin up / spin down)**: 5.21 / 6.60 eV

Geometry as ORCA input:
```
! RIJCOSX wB97M-V def2-TZVPD def2/J DEFGRID3
* xyz 0 3
O 4.1977 2.2842 -1.4444
H 4.3634 2.7117 -2.3057
Pd -0.0732 -0.0243 0.2829
N -1.8569 -0.5385 -0.4590
N 0.5306 -0.5217 -1.5115
O -3.1200 -0.5126 0.1675
O 1.8429 -0.5496 -1.9494
C -1.7549 -0.9564 -1.7276
C -0.4610 -1.0025 -2.2576
C -2.9577 -1.3783 -2.4758
C -0.1624 -1.5328 -3.6095
H -3.9147 -0.9499 -2.1448
H -3.0740 -2.4786 -2.4590
H -2.8516 -1.0948 -3.5372
H 0.8608 -1.9002 -3.7767
H -0.3612 -0.7730 -4.3892
H -0.8263 -2.3859 -3.8318
H -2.9534 -0.2035 1.0884
H 2.3567 0.0267 -1.3366
O 0.1342 -2.3943 0.8209
H -0.6889 -1.8667 0.6653
H 0.8537 -1.9209 0.3641
C 2.8656 2.7139 -1.0869
H 2.6802 2.5549 -0.0038
H 2.1015 2.2766 -1.7623
H 2.8215 3.7875 -1.2285
O -1.0392 2.1153 0.2504
H -1.3750 1.3573 -0.3070
H -0.9091 1.7386 1.1503
C -1.4008 -0.0717 4.8844
O 0.0203 0.0034 4.3475
C 0.1830 0.0300 3.0568
O -0.7769 -0.0241 2.2602
N 1.4661 0.1548 2.6430
N 1.7055 0.3242 1.2428
H -1.2748 -0.0772 5.9626
H -1.8563 -0.9947 4.5425
H -1.9432 0.8119 4.5651
H 2.2555 0.2752 3.2786
H 1.9556 1.3103 1.1081
H 2.4365 -0.3246 0.9230
*
```

=====

Repeat the fifth record exactly.
Here is C7H22F2HfO7 as an isolated structure from the Open Molecules 2025 dataset. Energies are from wB97M-V/def2-TZVPD.

Results
**Energy**: -1053.81313 Ha
**E_LUMO**: -6.690 eV
**HOMO level**: -17.39 eV
**Maximum force**: 0.11565 Eh/bohr
**Frontier orbital gap**: 10.70 eV

Geometry as ORCA input:
```
! RIJCOSX wB97M-V def2-TZVPD def2/J DEFGRID3
* xyz 2 1
Hf 0.0973 0.5010 -0.3900
F 0.9026 2.6348 -0.1226
F -0.0363 1.2460 -2.5988
C 2.9073 0.3014 1.7173
O 1.7421 -0.3630 1.3022
H 2.9401 1.3783 1.5518
H 3.0810 0.0502 2.7637
H 3.7946 -0.0717 1.2059
H 1.8357 -1.2764 1.5823
C 2.9893 -0.8769 -1.6244
C 1.8535 -1.7883 -1.9935
O 0.6231 -1.6796 -1.3180
O 2.4395 0.3824 -1.3689
H 3.7753 -0.6673 -2.3499
H 3.4473 -1.2595 -0.7122
H 2.1939 -2.8157 -1.8646
H 1.6232 -1.8052 -3.0588
H 0.1970 -2.4846 -1.6213
H 3.0034 1.0990 -1.6691
C -1.7192 -0.6647 1.9981
C -0.7540 0.0115 2.8508
O -0.4136 1.1989 2.1286
O -0.9767 -1.1601 0.8869
H -2.4990 0.0445 1.7205
H -2.2893 -1.4897 2.4253
H 0.1402 -0.4891 3.2221
H -1.4077 0.1965 3.7033
H -0.4495 1.9455 2.7310
H -1.4519 -1.9408 0.5931
C -3.0348 0.3790 -1.5748
C -2.8680 1.7964 -0.9613
O -1.8909 1.8388 0.0453
O -1.9401 -0.4757 -1.5233
H -3.3124 0.4240 -2.6279
H -3.8266 -0.1880 -1.0853
H -3.8725 1.9568 -0.5698
H -2.7078 2.6108 -1.6678
H -1.9033 2.7801 0.2332
H -2.2324 -1.2796 -1.9590
*
```